[1]
The following is a DFT calculation (ωB97M-V/def2-TZVPD) of a cluster of 2 separate species, C8H10BN3O2S in total in a non-equilibrium geometry.

Spin multiplicity: 1
Energy relative to the best compared isomer or geometry (same formula, charge and spin): 24.71 kcal/mol
Total energy: -1048.62294 Eh
Kohn-Sham gap: 0.2803 hartree

Last column: Löwdin charge in e.
Element x y z (Å)
B (2.6187, -0.7295, -1.9244)  -0.610
C (0.6788, 2.3977, 2.1494)  -0.136
C (-0.8686, -0.3241, -0.0817)  0.012
C (0.1765, 3.5277, 2.7009)  -0.402
C (-1.5026, 2.3119, 1.3937)  -0.366
C (-0.2888, 1.6847, 1.3862)  -0.283
C (-0.0081, 0.4355, 0.7109)  -0.257
C (-1.8644, -2.5279, -1.8546)  -0.087
C (-0.4789, -2.3889, -1.3223)  -0.135
N (1.1868, -0.1451, 0.7984)  0.067
N (1.0752, -1.2719, 0.0471)  -0.004
N (-0.1593, -1.4158, -0.5075)  -0.095
O (2.7309, -1.8490, -2.3462)  0.140
O (2.5564, 0.5218, -1.5605)  0.218
S (-1.4865, 3.7561, 2.3121)  0.996
H (1.6903, 2.0598, 2.2715)  0.108
H (-1.8822, -0.1552, -0.3641)  0.109
H (0.6699, 4.2444, 3.3241)  0.061
H (-2.4099, 2.0064, 0.9141)  0.070
H (-2.5956, -2.5618, -1.0421)  0.076
H (-1.9402, -3.4509, -2.4199)  0.073
H (-2.1328, -1.6972, -2.5092)  0.076
H (0.2824, -3.1131, -1.5459)  0.113
H (1.7185, -2.0386, 0.1386)  0.170
H (2.2336, 0.7227, -0.6686)  0.086

[2]
The following is a DFT calculation (ωB97M-V/def2-TZVPD) of a cluster of 5 separate species, C8H10Br2Cl17PSSi in total.

SMILES string: C[C@H](Br)[C@@H](Br)[Si@@](C)(Cl)[PH2]=S.ClC(Cl)(Cl)Cl.ClC(Cl)(Cl)Cl.ClC(Cl)(Cl)Cl.ClC(Cl)(Cl)Cl
Spin multiplicity: 1
Total energy: -14311.18480 Eh
Kohn-Sham gap: 0.3244 hartree

Last column: Löwdin charge in e.
Element x y z (Å)
C (-2.2617, -4.9179, 5.8831)  -0.158
C (-1.5460, -4.8773, 4.5460)  -0.868
Br (-0.9191, -6.6553, 4.0394)  0.675
C (-0.4111, -3.8617, 4.4913)  -0.868
Br (1.0566, -4.2953, 5.7083)  0.685
Si (0.2936, -3.4223, 2.7750)  -0.022
C (2.0657, -3.8622, 2.4904)  -0.259
Cl (-0.8799, -4.1978, 1.2997)  0.355
P (0.0450, -1.1417, 2.5781)  0.151
S (-0.9784, -0.4885, 1.0563)  0.036
H (-1.5501, -5.0011, 6.7049)  0.056
H (-2.8408, -3.9996, 6.0131)  0.088
H (-2.9451, -5.7634, 5.9384)  0.071
H (-2.2412, -4.6175, 3.7463)  0.062
H (-0.8022, -2.9306, 4.9121)  0.039
H (2.2161, -4.9322, 2.6493)  0.038
H (2.7321, -3.3236, 3.1645)  0.028
H (2.3255, -3.6193, 1.4576)  0.040
H (-0.4081, -0.7501, 3.8596)  -0.065
H (1.3736, -0.6745, 2.6956)  -0.058
Cl (-3.2086, 0.7020, -4.3754)  0.524
C (-2.0182, 0.5447, -3.0751)  -2.043
Cl (-2.6768, 1.2064, -1.5835)  0.501
Cl (-1.6150, -1.1582, -2.8458)  0.524
Cl (-0.5541, 1.4341, -3.5205)  0.475
Cl (-2.6206, 5.5086, -0.1432)  0.526
C (-1.8572, 6.0171, -1.6533)  -2.049
Cl (-0.4590, 7.0379, -1.2957)  0.510
Cl (-1.3296, 4.5932, -2.5496)  0.484
Cl (-3.0182, 6.9325, -2.6217)  0.525
Cl (3.8200, 1.0977, -7.2485)  0.528
C (2.5517, 1.0039, -6.0243)  -2.062
Cl (0.9697, 1.1432, -6.7912)  0.515
Cl (2.6592, -0.5397, -5.1732)  0.523
Cl (2.7543, 2.3280, -4.8659)  0.495
Cl (1.3550, 5.7455, -4.7321)  0.496
C (2.4559, 7.0968, -4.4498)  -2.058
Cl (1.5202, 8.5445, -4.0669)  0.514
Cl (3.5228, 6.7114, -3.0942)  0.520
Cl (3.4237, 7.3827, -5.8993)  0.527

[3]
The following is a DFT calculation (ωB97M-V/def2-TZVPD) of a structure of composition C8H10Br4F6O4V in a non-equilibrium geometry.

Spin multiplicity: 3
Total energy: -12451.34492 Eh
Expectation value of S²: 2.018
Kohn-Sham gap (spin up / spin down): 0.2730 / 0.2735 hartree
Total charge: -1

Last column: Mulliken spin population.
Element x y z (Å)
V (-0.2779, -1.1635, -0.0536)  2.023
Br (0.4776, -3.2856, -0.8756)  -0.008
Br (-1.3905, 1.2144, 0.0779)  0.008
Br (2.1444, -0.0641, -0.5651)  -0.003
Br (-2.2982, -2.2414, 0.6925)  0.000
C (1.2163, 0.4871, -4.2033)  0.001
C (0.5326, 1.3430, -3.1774)  0.001
O (-0.9081, 1.1464, -3.2573)  0.000
C (-1.4184, 0.1732, -2.5911)  -0.008
O (-0.8251, -0.7681, -2.0777)  -0.002
C (-2.9550, 0.0919, -2.8743)  -0.001
F (-3.6743, -0.3058, -1.8767)  0.000
F (-3.3134, 1.2843, -3.3517)  0.000
F (-3.1177, -0.7513, -3.8968)  0.000
H (0.7676, 0.6595, -5.1981)  0.000
H (0.9838, -0.5581, -3.9374)  0.000
H (2.2916, 0.6333, -4.2474)  0.000
H (0.6862, 2.4119, -3.5062)  -0.001
H (0.8048, 1.1371, -2.1673)  -0.002
C (-0.3535, 1.6098, 3.6652)  0.000
C (0.9149, 1.2430, 2.8980)  -0.002
O (1.4768, 0.0054, 3.3716)  0.007
C (1.1000, -1.1824, 2.8936)  0.001
O (0.5955, -1.4235, 1.7792)  -0.017
C (1.5166, -2.2870, 3.7895)  0.003
F (1.5500, -3.4484, 3.1743)  0.000
F (2.7557, -1.9868, 4.2835)  0.000
F (0.6698, -2.3861, 4.8281)  0.000
H (-0.8094, 2.5181, 3.3167)  0.000
H (-0.2372, 1.8037, 4.7218)  0.000
H (-1.0793, 0.7824, 3.5764)  0.000
H (1.6424, 2.0327, 2.9809)  -0.001
H (0.5316, 1.2747, 1.8079)  -0.002

[4]
The following is a DFT calculation (ωB97M-V/def2-TZVPD) of a cluster of 2 separate species, C8H10BrN3 in total in a non-equilibrium geometry.

Spin multiplicity: 1
Energy relative to the best compared isomer or geometry (same formula, charge and spin): 89.90 kcal/mol
Total energy: -3048.96346 Eh
Kohn-Sham gap: 0.3294 hartree

Last column: Löwdin charge in e.
Element x y z (Å)
C (1.2963, 0.7915, 1.1877)  -0.222
C (-0.4517, 0.0330, -0.7250)  -0.024
C (-1.6265, 0.4904, -0.0894)  -0.257
C (-0.8077, -0.0628, -2.0191)  -0.905
C (-1.8217, 1.2262, 1.2415)  -0.030
C (2.5149, -0.3950, -0.6356)  -0.071
C (0.8967, -1.5870, 0.9982)  -0.088
C (1.4179, -0.3728, 0.3715)  -0.341
N (1.1804, 1.7711, 1.7704)  0.188
N (-2.0362, 0.3194, -2.2675)  0.009
N (-2.5120, 0.7108, -1.0837)  0.014
Br (0.1828, -0.6699, -3.4049)  0.808
H (-2.8228, 1.7658, 1.3257)  0.100
H (-1.8265, 0.3909, 1.9931)  0.082
H (-1.0570, 1.8737, 1.5268)  0.006
H (3.4834, -0.6251, -0.1841)  0.094
H (2.5562, 0.5734, -1.3274)  0.149
H (2.5437, -1.2119, -1.2288)  0.023
H (0.6378, -2.4357, 0.4013)  0.076
H (1.7840, -1.9998, 1.5161)  0.095
H (-0.0411, -1.3958, 1.7478)  0.150
H (-3.4907, 0.8094, -1.1147)  0.144